C34H28AgCl3N2OP2S | ωB97M-V/def2-TZVPD

The LUMO energy is 0.3 eV. Its relative energy (zero: lowest compared OMol25 entry of this formula, charge and spin) is 32.1 kJ/mol. For the total energy, the calculation gives -4105.5918 Ha. The value obtained for the orbital gap is 7.93 eV. Its HOMO energy is -7.64 eV.

Cartesian coordinates (Å):
Ag: 0.532 0.880 -1.127
Cl: -0.166 1.548 -8.215
C: -0.203 1.856 -6.479
C: -0.830 0.944 -5.703
C: -0.731 1.177 -4.318
Cl: -1.658 0.103 -3.268
C: -0.090 2.275 -3.693
O: -0.046 2.367 -2.400
C: 0.488 3.181 -4.581
Cl: 1.232 4.593 -3.983
C: 0.489 2.917 -5.912
H: -1.240 0.085 -6.159
H: 0.957 3.665 -6.566
C: -0.825 0.136 3.065
N: -0.609 -0.281 1.681
P: -1.908 -0.125 0.581
C: -2.395 1.624 0.722
C: -2.130 2.429 -0.322
C: -2.333 3.822 -0.338
C: -2.718 4.378 0.853
C: -2.974 3.593 2.008
C: -2.896 2.179 1.929
C: -3.259 -1.024 1.450
C: -4.607 -0.659 1.266
C: -5.617 -1.374 1.781
C: -5.370 -2.636 2.328
C: -4.084 -3.106 2.392
C: -3.019 -2.299 1.938
P: 0.913 -0.444 0.852
C: 1.337 -2.213 0.857
C: 0.749 -3.150 1.689
C: 1.255 -4.448 1.692
C: 2.293 -4.817 0.825
C: 2.938 -3.848 0.070
C: 2.447 -2.540 0.099
C: 2.158 0.114 2.070
C: 2.806 -0.823 2.895
C: 3.788 -0.373 3.760
C: 4.070 0.964 3.896
C: 3.424 1.855 3.107
C: 2.472 1.445 2.121
H: -0.018 -0.295 3.740
H: -1.806 -0.326 3.388
H: -0.715 1.174 3.048
H: -1.673 2.017 -1.143
H: -1.987 4.433 -1.139
H: -2.840 5.474 0.915
H: -3.135 4.111 2.957
H: -3.011 1.568 2.849
H: -4.807 0.322 0.783
H: -6.613 -1.042 1.790
H: -6.152 -3.295 2.627
H: -3.881 -4.107 2.793
H: -1.969 -2.732 2.004
H: -0.067 -2.831 2.281
H: 0.800 -5.173 2.367
H: 2.626 -5.864 0.962
H: 3.831 -3.981 -0.540
H: 2.944 -1.780 -0.470
H: 2.648 -1.881 2.878
H: 4.291 -1.138 4.384
H: 4.796 1.398 4.576
H: 3.755 2.906 3.063
H: 2.108 2.171 1.416
S: 4.024 0.114 -4.713
C: 2.448 -0.297 -4.276
C: 2.470 -1.049 -3.095
N: 3.695 -1.226 -2.556
C: 4.639 -0.602 -3.271
H: 1.698 -0.102 -5.020
H: 1.633 -1.399 -2.517
H: 5.628 -0.540 -2.948

Atom charges from the Mulliken analysis, given in e for atoms 1 to 6: 0.005 -0.246 0.453 -1.050 0.791 -0.196